1.
{
  "formula": "C32H61BN6O10P2Sr",
  "method": "the ωB97M-V functional and the def2-TZVPD basis",
  "gap_ev": 8.37,
  "e_above_lowest_kcal_mol": 33.72,
  "symbols": ["Sr", "C", "O", "C", "C", "O", "C", "C", "O", "C", "H", "H", "H", "H", "H", "H", "H", "H", "H", "H", "H", "H", "H", "H", "C", "C", "C", "C", "N", "N", "B", "N", "N", "C", "C", "C", "C", "C", "C", "C", "C", "N", "N", "C", "C", "C", "C", "C", "C", "C", "C", "C", "C", "C", "C", "H", "H", "H", "H", "H", "H", "H", "H", "H", "H", "H", "H", "H", "H", "H", "H", "H", "H", "H", "H", "H", "H", "H", "H", "H", "H", "H", "H", "H", "H", "H", "H", "H", "H", "H", "H", "H", "H", "H", "H", "C", "C", "O", "P", "O", "O", "O", "P", "O", "O", "O", "H", "H", "H", "H", "H", "H", "H"],
  "positions_angstrom": [[-0.812, -0.808, -0.029], [2.349, -2.598, -1.161], [1.048, -2.145, -0.774], [-0.066, -2.953, -1.102], [-0.842, -2.436, -2.381], [-0.830, -0.980, -2.384], [-1.771, -0.371, -3.292], [-1.400, 1.079, -3.369], [-1.738, 1.693, -2.140], [-1.088, 2.961, -2.039], [2.649, -3.416, -0.506], [3.005, -1.741, -1.037], [2.349, -2.922, -2.199], [-0.744, -2.883, -0.225], [0.172, -4.010, -1.218], [-1.866, -2.816, -2.337], [-0.382, -2.795, -3.302], [-2.784, -0.501, -2.906], [-1.696, -0.847, -4.273], [-1.913, 1.548, -4.217], [-0.322, 1.182, -3.523], [-1.421, 3.621, -2.846], [-0.003, 2.839, -2.095], [-1.346, 3.408, -1.083], [4.588, 1.511, 2.112], [3.452, 0.546, 2.196], [3.374, -0.585, 2.970], [2.120, -1.139, 2.682], [1.475, -0.412, 1.770], [2.302, 0.657, 1.494], [1.960, 1.929, 0.643], [2.325, 1.837, -0.900], [1.950, 0.872, -1.829], [2.662, 1.134, -2.927], [3.462, 2.266, -2.753], [3.241, 2.675, -1.469], [3.921, 3.844, -0.826], [2.715, 0.281, -4.186], [4.160, -0.216, -4.335], [1.783, -0.922, -4.145], [2.370, 1.138, -5.409], [0.568, 2.515, 1.030], [-0.647, 1.848, 1.025], [-1.533, 2.707, 1.512], [-0.925, 3.913, 1.875], [0.399, 3.753, 1.571], [1.481, 4.755, 1.810], [-3.000, 2.391, 1.668], [-3.831, 3.477, 0.973], [-3.324, 1.057, 1.039], [-3.363, 2.372, 3.156], [1.520, -2.365, 3.348], [0.275, -1.951, 4.143], [1.185, -3.453, 2.326], [2.530, -2.959, 4.333], [5.394, 1.147, 2.750], [4.977, 1.602, 1.096], [4.312, 2.512, 2.445], [4.124, -0.941, 3.657], [2.730, 2.757, 1.025], [4.146, 2.718, -3.456], [4.723, 4.168, -1.491], [3.253, 4.692, -0.694], [4.351, 3.616, 0.145], [4.443, -0.855, -3.493], [4.261, -0.798, -5.256], [4.871, 0.612, -4.372], [1.577, -1.224, -3.127], [0.824, -0.701, -4.612], [2.222, -1.761, -4.691], [3.075, 1.964, -5.533], [2.400, 0.526, -6.315], [1.368, 1.568, -5.320], [-1.384, 4.785, 2.315], [1.026, 5.628, 2.280], [2.263, 4.378, 2.469], [1.960, 5.082, 0.892], [-3.698, 3.453, -0.112], [-4.894, 3.318, 1.178], [-3.560, 4.474, 1.326], [-3.061, 1.056, -0.020], [-2.827, 0.228, 1.549], [-4.399, 0.861, 1.085], [-3.207, 3.353, 3.614], [-4.415, 2.099, 3.287], [-2.755, 1.649, 3.706], [-0.447, -1.425, 3.526], [-0.211, -2.834, 4.577], [0.554, -1.290, 4.968], [0.394, -3.141, 1.650], [2.072, -3.700, 1.735], [0.854, -4.361, 2.839], [2.791, -2.253, 5.125], [2.096, -3.845, 4.805], [3.454, -3.262, 3.833], [-5.475, -3.764, 1.432], [-4.466, -2.623, 1.287], [-4.699, -1.612, 2.256], [-2.765, -3.234, 1.553], [-2.570, -4.301, 0.402], [-2.708, -4.207, 2.804], [-1.713, -2.159, 1.666], [-4.434, -1.829, -0.426], [-4.489, -3.132, -1.385], [-5.613, -0.972, -0.614], [-2.982, -1.352, -0.603], [-5.571, -4.006, 2.490], [-5.191, -4.670, 0.897], [-6.446, -3.437, 1.056], [-5.276, -0.942, 1.864], [-3.165, -4.202, -0.365], [-2.469, -3.739, 3.620], [-5.364, -3.264, -1.778]]
}

=====

2.
{
  "formula": "C32H61Cl11N3O3",
  "method": "the ωB97M-V functional and the def2-TZVPD basis",
  "gap_ev": [9.01, 9.12],
  "spin_multiplicity": 4,
  "symbols": ["C", "C", "C", "C", "C", "C", "N", "O", "C", "C", "C", "H", "H", "H", "H", "H", "H", "H", "H", "H", "H", "H", "H", "H", "H", "H", "H", "H", "H", "C", "C", "C", "C", "C", "C", "N", "O", "C", "C", "C", "H", "H", "H", "H", "H", "H", "H", "H", "H", "H", "H", "H", "H", "H", "H", "H", "H", "H", "C", "C", "C", "C", "C", "C", "N", "O", "C", "C", "C", "H", "H", "H", "H", "H", "H", "H", "H", "H", "H", "H", "H", "H", "H", "H", "H", "H", "H", "Cl", "C", "C", "Cl", "H", "H", "H", "H", "C", "Cl", "Cl", "Cl", "H", "C", "Cl", "Cl", "Cl", "H", "C", "Cl", "Cl", "Cl", "H"],
  "positions_angstrom": [[4.607, 2.540, 2.117], [5.799, 2.727, 1.129], [5.159, 2.250, -0.195], [5.910, 2.625, -1.445], [6.133, 4.178, -1.509], [6.727, 4.746, -0.222], [6.055, 4.237, 1.029], [6.548, 4.769, 2.236], [8.186, 4.315, -0.356], [6.362, 6.252, -0.269], [7.012, 1.754, 1.336], [3.772, 3.219, 1.943], [5.016, 2.609, 3.125], [4.043, 1.608, 2.137], [5.043, 1.178, -0.350], [4.142, 2.642, -0.218], [5.229, 2.419, -2.270], [6.791, 1.990, -1.541], [5.174, 4.638, -1.749], [6.815, 4.261, -2.355], [8.392, 3.395, -0.904], [8.733, 5.048, -0.949], [8.761, 4.219, 0.565], [5.279, 6.378, -0.262], [6.730, 6.858, 0.558], [6.838, 6.732, -1.124], [7.192, 1.801, 2.410], [7.959, 2.005, 0.857], [6.680, 0.735, 1.138], [2.395, -4.725, -2.475], [3.087, -5.362, -1.267], [2.370, -6.707, -0.963], [2.983, -7.660, 0.068], [4.356, -7.932, -0.360], [5.251, -6.723, -0.715], [4.554, -5.689, -1.522], [5.429, -4.630, -1.703], [5.788, -6.259, 0.689], [6.454, -7.310, -1.516], [2.761, -4.494, 0.042], [1.327, -4.938, -2.428], [2.719, -5.084, -3.451], [2.424, -3.640, -2.574], [1.351, -6.493, -0.642], [2.357, -7.175, -1.947], [2.373, -8.556, 0.176], [2.917, -7.144, 1.026], [4.142, -8.606, -1.191], [4.788, -8.691, 0.293], [6.376, -5.362, 0.500], [5.009, -5.990, 1.403], [6.514, -6.990, 1.047], [6.277, -7.812, -2.467], [7.241, -6.580, -1.706], [6.866, -8.132, -0.931], [3.713, -4.037, 0.312], [2.503, -5.139, 0.882], [1.987, -3.730, -0.035], [-6.259, 0.103, 2.814], [-7.600, 0.604, 3.395], [-7.363, 2.046, 4.102], [-7.303, 3.248, 3.145], [-8.569, 3.209, 2.343], [-8.792, 1.964, 1.490], [-8.703, 0.776, 2.337], [-9.010, -0.575, 1.646], [-10.103, 2.080, 0.720], [-7.719, 2.060, 0.339], [-7.940, -0.425, 4.432], [-6.515, -0.750, 2.185], [-5.613, -0.084, 3.672], [-5.815, 0.780, 2.084], [-8.140, 2.250, 4.839], [-6.346, 2.100, 4.491], [-6.362, 3.131, 2.609], [-7.271, 4.178, 3.713], [-8.554, 4.064, 1.668], [-9.386, 3.365, 3.048], [-10.253, 3.014, 0.179], [-10.176, 1.218, 0.057], [-10.899, 2.189, 1.457], [-7.800, 2.963, -0.266], [-6.680, 1.885, 0.618], [-7.889, 1.194, -0.301], [-8.902, -0.268, 4.920], [-7.282, -0.214, 5.275], [-7.807, -1.443, 4.067], [-2.963, 0.782, -2.245], [-1.215, 1.291, -2.385], [-0.798, 2.362, -1.322], [-0.838, 1.596, 0.352], [-1.008, 1.748, -3.352], [-0.566, 0.416, -2.425], [-1.459, 3.221, -1.437], [0.204, 2.757, -1.490], [-0.347, -1.155, 5.689], [-1.444, -2.509, 6.354], [1.282, -1.502, 6.354], [-0.881, 0.460, 6.254], [-0.342, -1.116, 4.600], [-7.397, 0.498, -5.797], [-8.166, 1.634, -6.928], [-5.853, -0.026, -6.511], [-8.476, -0.965, -5.638], [-7.154, 1.024, -4.873], [-3.809, 4.761, -7.962], [-3.441, 5.997, -9.136], [-5.116, 5.420, -6.976], [-2.498, 4.177, -6.992], [-4.067, 3.929, -8.617]]
}

=====

3.
{
  "formula": "C32H61ClFI2NO18PS4",
  "method": "the ωB97M-V functional and the def2-TZVPD basis",
  "gap_ev": 8.45,
  "charge": 1,
  "symbols": ["C", "C", "C", "C", "C", "C", "C", "C", "C", "C", "C", "C", "O", "C", "N", "C", "C", "F", "C", "P", "O", "C", "C", "I", "C", "C", "I", "C", "C", "C", "C", "Cl", "H", "H", "H", "H", "H", "H", "H", "H", "H", "H", "H", "H", "H", "H", "H", "H", "H", "H", "H", "H", "H", "H", "H", "H", "H", "H", "H", "H", "H", "H", "H", "H", "H", "H", "H", "H", "H", "H", "H", "H", "H", "H", "H", "H", "H", "C", "C", "O", "S", "O", "O", "O", "H", "H", "H", "H", "C", "C", "O", "S", "O", "O", "O", "H", "H", "H", "H", "C", "C", "O", "S", "O", "O", "O", "H", "H", "H", "H", "C", "C", "O", "S", "O", "O", "O", "H", "H", "H", "H"],
  "positions_angstrom": [[4.371, -0.884, 3.357], [3.334, 0.201, 3.066], [3.931, 1.471, 2.462], [4.709, 1.243, 1.167], [3.934, 0.553, 0.049], [3.102, 1.497, -0.835], [1.668, 1.624, -0.243], [0.812, 0.498, -0.801], [-0.546, 0.252, -0.126], [-1.716, 1.034, -0.756], [-1.269, 2.426, -1.145], [-2.330, 3.469, -1.111], [-1.192, 3.309, -0.105], [-0.490, 0.663, 1.352], [-1.435, -0.174, 2.139], [-1.721, 0.405, 3.519], [-3.133, 0.936, 3.657], [-0.835, 1.407, 3.762], [-0.945, -1.622, 2.216], [-2.448, -2.690, 2.484], [-2.977, -3.306, 1.258], [-0.152, -1.977, 0.929], [0.153, -3.480, 0.849], [1.820, -3.836, -0.478], [0.603, -4.006, 2.248], [1.886, -3.363, 2.783], [0.934, -6.146, 2.029], [-0.897, -1.292, -0.245], [-0.650, -1.791, -1.672], [-1.316, -3.093, -2.125], [-2.838, -3.114, -2.108], [-3.419, -4.761, -1.729], [4.014, -1.493, 4.186], [5.302, -0.438, 3.689], [4.527, -1.558, 2.520], [2.880, 0.491, 4.014], [2.526, -0.206, 2.451], [3.142, 2.216, 2.358], [4.625, 1.867, 3.199], [5.561, 0.616, 1.421], [5.134, 2.186, 0.834], [3.283, -0.216, 0.465], [4.654, 0.024, -0.573], [3.046, 1.107, -1.845], [3.545, 2.486, -0.791], [1.291, 2.603, -0.526], [1.791, 1.554, 0.829], [0.643, 0.653, -1.863], [1.414, -0.408, -0.736], [-2.081, 0.584, -1.676], [-2.513, 1.259, -0.045], [-0.553, 2.525, -1.950], [-3.123, 3.478, -0.380], [-2.055, 4.396, -1.587], [-0.757, 1.712, 1.405], [0.485, 0.499, 1.791], [-2.337, -0.145, 1.661], [-1.535, -0.362, 4.266], [-3.183, 1.986, 3.392], [-3.860, 0.408, 3.045], [-3.444, 0.806, 4.686], [-0.277, -1.654, 3.074], [-2.085, -3.630, 3.460], [-3.379, -1.851, 3.125], [0.817, -1.489, 0.994], [-0.690, -4.087, 0.549], [-0.205, -3.981, 2.963], [1.826, -3.148, 3.847], [2.155, -2.449, 2.260], [2.725, -4.032, 2.653], [-1.971, -1.371, -0.077], [-1.040, -1.019, -2.335], [0.403, -1.848, -1.909], [-1.021, -3.227, -3.163], [-0.954, -3.972, -1.604], [-3.230, -2.905, -3.090], [-3.290, -2.401, -1.427], [7.813, 2.452, 7.135], [7.174, 1.088, 6.983], [6.100, 1.308, 6.053], [6.519, 2.442, 5.004], [6.999, 1.825, 3.821], [5.492, 3.415, 4.970], [7.770, 3.010, 5.812], [7.237, 3.096, 7.802], [8.842, 2.399, 7.477], [6.780, 0.699, 7.917], [7.867, 0.365, 6.547], [-4.634, 1.314, -5.395], [-4.475, 0.383, -4.216], [-3.188, -0.252, -4.438], [-2.210, 0.772, -5.173], [-1.373, 1.396, -4.208], [-1.655, 0.135, -6.308], [-3.307, 1.829, -5.622], [-4.949, 0.778, -6.290], [-5.323, 2.129, -5.199], [-5.260, -0.362, -4.153], [-4.424, 0.936, -3.273], [0.605, 3.134, -6.917], [1.324, 2.087, -6.095], [2.714, 2.387, -6.281], [2.909, 3.968, -6.439], [3.271, 4.520, -5.185], [3.670, 4.210, -7.605], [1.373, 4.328, -6.715], [0.614, 2.887, -7.980], [-0.418, 3.295, -6.590], [1.113, 1.074, -6.426], [1.088, 2.182, -5.033], [-6.521, -2.633, -0.331], [-7.407, -3.500, -1.197], [-8.339, -2.571, -1.776], [-7.633, -1.170, -2.021], [-7.192, -1.106, -3.371], [-8.424, -0.148, -1.448], [-6.346, -1.424, -1.095], [-7.011, -2.376, 0.612], [-5.554, -3.089, -0.137], [-7.944, -4.254, -0.630], [-6.841, -3.975, -1.999]]
}

=====

4.
{
  "formula": "C32H62F27N4O14P2",
  "method": "the ωB97M-V functional and the def2-TZVPD basis",
  "gap_ev": 2.96,
  "charge": -3,
  "symbols": ["C", "C", "O", "N", "H", "H", "C", "H", "H", "H", "H", "H", "H", "C", "C", "O", "N", "H", "H", "C", "H", "H", "H", "H", "H", "H", "C", "C", "O", "N", "H", "H", "C", "H", "H", "H", "H", "H", "H", "C", "C", "O", "N", "H", "H", "C", "H", "H", "H", "H", "H", "H", "C", "O", "O", "C", "F", "F", "F", "C", "C", "H", "H", "H", "H", "H", "H", "C", "O", "O", "C", "F", "F", "F", "C", "C", "H", "H", "H", "H", "H", "H", "C", "O", "O", "C", "F", "F", "F", "C", "C", "H", "H", "H", "H", "H", "H", "C", "O", "O", "C", "F", "F", "F", "C", "C", "H", "H", "H", "H", "H", "H", "C", "O", "O", "C", "F", "F", "F", "C", "C", "H", "H", "H", "H", "H", "H", "P", "F", "F", "F", "F", "F", "F", "P", "F", "F", "F", "F", "F", "F"],
  "positions_angstrom": [[3.383, 2.737, 3.122], [2.155, 3.152, 3.814], [2.155, 3.820, 4.798], [0.765, 2.785, 3.302], [0.582, 3.381, 2.493], [0.758, 1.819, 2.897], [-0.312, 2.897, 4.341], [4.274, 3.112, 3.614], [3.375, 3.054, 2.077], [3.398, 1.640, 3.141], [-1.258, 2.590, 3.900], [-0.347, 3.930, 4.662], [-0.069, 2.153, 5.092], [1.614, -3.500, 4.128], [2.829, -3.015, 4.854], [3.784, -3.616, 5.164], [2.742, -1.520, 5.146], [2.198, -1.145, 4.351], [2.202, -1.363, 5.993], [4.114, -0.900, 5.221], [1.634, -3.010, 3.153], [0.701, -3.330, 4.703], [1.674, -4.582, 4.033], [4.771, -1.580, 5.749], [3.917, 0.019, 5.775], [4.545, -0.566, 4.278], [-3.302, -2.340, -0.581], [-4.480, -1.400, -0.573], [-4.548, -0.399, 0.036], [-5.721, -1.852, -1.316], [-5.409, -2.545, -1.998], [-6.223, -2.361, -0.580], [-6.327, -0.684, -2.030], [-3.128, -2.922, -1.484], [-3.529, -3.079, 0.201], [-2.423, -1.807, -0.234], [-5.656, -0.364, -2.827], [-6.507, 0.164, -1.378], [-7.286, -0.958, -2.465], [0.224, 8.102, -0.518], [0.529, 6.908, -1.407], [1.610, 6.467, -1.456], [-0.663, 6.274, -2.081], [-1.182, 5.835, -1.314], [-1.171, 7.094, -2.416], [-0.257, 5.188, -3.077], [0.656, 9.038, -0.874], [0.621, 7.982, 0.488], [-0.841, 8.328, -0.406], [-1.158, 4.944, -3.631], [0.087, 4.353, -2.475], [0.510, 5.637, -3.700], [0.872, -3.644, -6.149], [0.063, -3.572, -4.949], [0.955, -4.904, -6.572], [0.252, -2.691, -7.159], [0.486, -3.031, -8.450], [-1.107, -2.692, -7.094], [0.637, -1.402, -6.996], [0.446, -2.834, -3.829], [-0.640, -2.949, -2.751], [-0.508, -3.752, -2.020], [-0.496, -2.019, -2.194], [-1.629, -3.119, -3.179], [0.555, -1.761, -4.041], [1.417, -3.201, -3.468], [1.879, -3.327, -5.822], [-5.558, -0.572, 4.316], [-4.920, -1.864, 4.275], [-6.862, -0.720, 4.145], [-5.086, 0.200, 5.558], [-5.287, -0.499, 6.715], [-3.700, 0.358, 5.576], [-5.561, 1.452, 5.638], [-3.771, -1.991, 3.465], [-3.330, -3.446, 3.638], [-2.545, -3.640, 2.898], [-3.032, -3.545, 4.677], [-4.112, -4.108, 3.267], [-3.055, -1.238, 3.809], [-3.956, -1.807, 2.396], [-5.011, -0.005, 3.526], [3.260, -5.329, 1.080], [1.868, -5.292, 1.436], [3.930, -5.457, 2.228], [3.459, -6.493, 0.049], [3.087, -6.177, -1.223], [4.737, -6.978, 0.016], [2.676, -7.572, 0.416], [0.956, -4.579, 0.613], [-0.446, -5.058, 1.001], [-0.620, -4.833, 2.057], [-1.077, -4.330, 0.474], [-0.691, -6.103, 0.834], [1.174, -4.748, -0.443], [0.996, -3.523, 0.911], [3.548, -4.397, 0.563], [1.164, -0.114, 1.772], [1.523, 1.067, 1.140], [1.512, -0.043, 3.074], [-0.318, -0.467, 1.437], [-1.206, 0.433, 1.953], [-0.529, -0.463, 0.096], [-0.733, -1.659, 1.837], [1.931, 1.073, -0.234], [0.994, 1.920, -1.104], [1.108, 2.956, -0.749], [1.241, 1.989, -2.163], [-0.026, 1.555, -0.981], [1.943, 0.082, -0.690], [2.957, 1.434, -0.316], [1.684, -1.024, 1.427], [-4.520, 2.240, -3.988], [-3.695, 1.339, -3.252], [-5.690, 2.430, -3.401], [-3.686, 3.534, -4.204], [-2.949, 3.869, -3.083], [-2.782, 3.397, -5.202], [-4.398, 4.674, -4.403], [-2.862, 0.373, -3.912], [-1.410, 0.794, -3.909], [-1.331, 1.786, -4.361], [-1.053, 0.973, -2.895], [-0.779, 0.144, -4.514], [-3.263, 0.114, -4.896], [-2.974, -0.548, -3.328], [-4.608, 1.841, -5.019], [7.182, 1.970, 1.914], [5.655, 1.677, 1.327], [6.692, 1.228, 3.296], [7.625, 0.542, 1.291], [8.658, 2.174, 2.537], [7.543, 2.633, 0.497], [6.704, 3.434, 2.445], [4.085, 3.299, -4.327], [3.335, 3.375, -2.875], [5.496, 3.015, -3.631], [3.690, 1.732, -4.480], [4.729, 3.233, -5.822], [2.684, 3.738, -5.057], [4.420, 4.883, -4.195]]
}

=====

Record order is preserved below.
Max |F|: 5.2 6.5 3.2 3.7 eV/Å